Here is C5H6O as an isolated structure from the Open Molecules 2025 dataset. Energies are from ωB97M-V/def2-TZVPD.

Calculated values
- orbital gap (eV) = 9.41
- ΔE to the lowest compared entry with this formula, charge and spin (eV) = 4.275

ORCA input file:
```
! RIJCOSX wB97M-V def2-TZVPD def2/J DEFGRID3
* xyz 0 1
O -1.147 2.134 0.423
C -0.628 1.087 0.160
C -1.056 -0.148 -0.610
C 0.025 -0.925 0.190
C 1.359 -1.221 -0.215
C 0.717 0.460 0.659
H -2.101 -0.436 -0.470
H -0.825 -0.096 -1.680
H -0.360 -1.414 1.088
H 1.499 -0.852 -1.251
H 1.485 0.877 0.005
H 1.031 0.532 1.700
*
```

=====

Here is a 2-piece molecular cluster, C5H6O overall from the Open Molecules 2025 dataset. Energies are from ωB97M-V/def2-TZVPD.

Calculated values
- orbital gap (eV) = 9.67
- ΔE to the lowest compared entry with this formula, charge and spin (eV) = 2.879
- SMILES = CC=C=O.C#C

ORCA input file:
```
! RIJCOSX wB97M-V def2-TZVPD def2/J DEFGRID3
* xyz 0 1
C -1.598 0.205 0.032
C -0.694 1.408 -0.071
C 0.527 1.437 -0.550
O 1.619 1.523 -0.970
C 2.048 -1.210 0.183
C 1.317 -2.147 0.372
H -2.560 0.415 -0.449
H -1.798 -0.044 1.081
H -1.164 -0.677 -0.444
H -1.046 2.376 0.273
H 2.666 -0.358 -0.002
H 0.684 -2.989 0.547
*
```

=====

Here is C5H6O as an isolated structure from the Open Molecules 2025 dataset. Energies are from ωB97M-V/def2-TZVPD.

Calculated values
- orbital gap (eV) = 9.19
- ΔE to the lowest compared entry with this formula, charge and spin (eV) = 5.641

ORCA input file:
```
! RIJCOSX wB97M-V def2-TZVPD def2/J DEFGRID3
* xyz 0 1
O -1.132 -0.796 -0.631
C 0.142 0.336 -0.103
C 1.434 -0.345 0.101
C 0.590 0.089 1.289
C -0.421 1.371 -0.910
C -1.405 0.588 -1.309
H -1.771 -0.904 0.091
H 1.499 -1.411 -0.093
H 2.305 0.238 -0.174
H 0.136 -0.700 1.885
H 0.870 0.976 1.845
H -2.249 0.559 -1.990
*
```

=====

Here is one molecule with the formula C5H6O from the Open Molecules 2025 dataset. Energies are from ωB97M-V/def2-TZVPD.

Calculated values
- orbital gap (eV) = 9.37
- ΔE to the lowest compared entry with this formula, charge and spin (eV) = 3.843
- SMILES = C1=C[C@@H]2C[C@@H]2O1

ORCA input file:
```
! RIJCOSX wB97M-V def2-TZVPD def2/J DEFGRID3
* xyz 0 1
C -1.380 -0.258 0.501
C -0.359 -0.818 -0.361
C 1.638 -0.094 0.157
C 0.850 0.966 0.112
C -0.518 0.676 -0.338
H -2.422 -0.697 0.097
H -1.499 -0.300 1.550
H -0.419 -1.423 -1.235
H 2.751 -0.452 0.522
H 1.193 1.997 0.172
H -0.782 1.658 -1.141
O 0.948 -1.256 -0.035
*
```

=====

Here is one molecule with the formula C5H6O from the Open Molecules 2025 dataset. Energies are from ωB97M-V/def2-TZVPD.

Calculated values
- orbital gap (eV) = 9.25
- ΔE to the lowest compared entry with this formula, charge and spin (eV) = 4.843
- SMILES = C1=C2O[C@H]2CC1

ORCA input file:
```
! RIJCOSX wB97M-V def2-TZVPD def2/J DEFGRID3
* xyz 0 1
C 0.128 1.347 0.021
C 1.238 0.661 -0.200
C -1.083 0.467 -0.075
C -0.360 -0.907 0.279
C 0.925 -0.824 -0.460
O 2.072 -0.293 0.223
H 0.169 2.412 0.326
H -1.869 0.824 0.777
H -1.517 0.306 -1.102
H -0.206 -0.880 1.291
H -0.781 -1.888 0.231
H 1.284 -1.225 -1.310
*
```

=====

Here is one molecule with the formula C5H6O from the Open Molecules 2025 dataset. Energies are from ωB97M-V/def2-TZVPD.

Calculated values
- orbital gap (eV) = 11.12
- ΔE to the lowest compared entry with this formula, charge and spin (eV) = 2.458
- SMILES = C#C[C@H](O)C=C

ORCA input file:
```
! RIJCOSX wB97M-V def2-TZVPD def2/J DEFGRID3
* xyz 0 1
C 0.836 0.452 -1.465
C 0.438 1.069 -0.359
O -1.552 0.851 0.955
C -0.210 0.401 0.833
C -0.131 -1.072 0.791
C -0.099 -2.276 0.765
H -1.987 0.642 0.116
H 0.786 -0.631 -1.558
H 1.229 1.008 -2.312
H 0.489 2.154 -0.276
H 0.276 0.745 1.753
H -0.074 -3.343 0.756
*
```

=====

Here is one molecule with the formula C5H6O from the Open Molecules 2025 dataset. Energies are from ωB97M-V/def2-TZVPD.

Calculated values
- orbital gap (eV) = 10.43
- ΔE to the lowest compared entry with this formula, charge and spin (eV) = 2.121
- SMILES = O=C1C[C@H]2C[C@@H]12

ORCA input file:
```
! RIJCOSX wB97M-V def2-TZVPD def2/J DEFGRID3
* xyz 0 1
O -1.140 2.224 0.097
C -0.658 1.127 0.028
C -1.091 -0.225 -0.589
C -0.004 -0.889 0.315
C 1.282 -0.441 -0.238
C 0.465 0.489 0.709
H -2.125 -0.454 -0.331
H -0.944 -0.324 -1.669
H -0.215 -1.670 1.035
H 1.348 -0.357 -1.320
H 2.179 -0.191 0.284
H 0.902 0.710 1.680
*
```

=====

Here is one molecule with the formula C5H6O from the Open Molecules 2025 dataset. Energies are from ωB97M-V/def2-TZVPD.

Calculated values
- orbital gap (spin up / spin down) (eV) = 8.29 / 7.04
- ΔE to the lowest compared entry with this formula, charge and spin (eV) = 4.715

ORCA input file:
```
! RIJCOSX wB97M-V def2-TZVPD def2/J DEFGRID3
* xyz 0 1
C 0.173 -0.292 -2.088
C 0.468 0.150 -0.703
O -0.210 1.106 -0.167
C -0.300 1.240 1.174
C -0.240 0.091 1.965
C -0.251 -0.953 2.590
H -0.840 -0.005 -2.381
H 0.235 -1.386 -2.106
H 0.880 0.084 -2.838
H 1.176 -0.360 -0.059
H -0.705 2.189 1.482
H -0.387 -1.863 3.131
*
```

=====

Here is one molecule with the formula C5H6O from the Open Molecules 2025 dataset. Energies are from ωB97M-V/def2-TZVPD.

Calculated values
- orbital gap (eV) = 11.16
- ΔE to the lowest compared entry with this formula, charge and spin (eV) = 3.619
- SMILES = C#C[C@@]1(C)CO1

ORCA input file:
```
! RIJCOSX wB97M-V def2-TZVPD def2/J DEFGRID3
* xyz 0 1
C 0.503 2.348 0.358
C 0.147 1.220 0.272
C -1.414 -0.652 0.663
C -0.291 -0.152 -0.115
C 0.966 -0.812 -0.634
O -1.559 -0.331 -0.734
H 0.987 3.255 0.427
H -1.429 -1.785 0.690
H -1.828 -0.152 1.476
H 1.006 -1.896 -0.903
H 1.708 -0.673 0.024
H 1.205 -0.370 -1.523
*
```

=====

Here is one molecule with the formula C5H6O from the Open Molecules 2025 dataset. Energies are from ωB97M-V/def2-TZVPD.

Calculated values
- orbital gap (eV) = 10.61
- ΔE to the lowest compared entry with this formula, charge and spin (eV) = 2.330
- SMILES = C#CCC(C)=O

ORCA input file:
```
! RIJCOSX wB97M-V def2-TZVPD def2/J DEFGRID3
* xyz 0 1
C -1.737 0.935 -0.325
C -0.745 -0.108 0.180
O -0.943 -0.671 1.230
C 0.577 -0.346 -0.607
C 1.719 -0.317 0.294
C 2.502 -0.704 1.119
H -2.755 0.627 -0.063
H -1.672 1.137 -1.397
H -1.550 1.878 0.207
H 0.614 0.216 -1.542
H 0.862 -1.388 -0.870
H 3.129 -1.259 1.773
*
```

=====

Here is one molecule with the formula C5H6O from the Open Molecules 2025 dataset. Energies are from ωB97M-V/def2-TZVPD.

Calculated values
- orbital gap (eV) = 10.68
- ΔE to the lowest compared entry with this formula, charge and spin (eV) = 1.772
- SMILES = C#CC(=O)CC

ORCA input file:
```
! RIJCOSX wB97M-V def2-TZVPD def2/J DEFGRID3
* xyz 0 1
C 1.729 -0.667 0.037
C 0.242 -0.515 0.319
C -0.494 0.183 -0.810
O -0.157 0.141 -1.972
C -1.662 0.918 -0.317
C -2.516 1.499 0.306
H 2.179 -1.403 0.707
H 2.252 0.287 0.165
H 1.881 -1.000 -0.987
H 0.052 0.030 1.249
H -0.242 -1.496 0.438
H -3.264 2.022 0.864
*
```

=====

Here is C5H6O as an isolated structure from the Open Molecules 2025 dataset. Energies are from ωB97M-V/def2-TZVPD.

Calculated values
- orbital gap (eV) = 8.79
- ΔE to the lowest compared entry with this formula, charge and spin (eV) = 2.798

ORCA input file:
```
! RIJCOSX wB97M-V def2-TZVPD def2/J DEFGRID3
* xyz 0 1
C 2.195 0.021 0.273
C 0.762 -0.016 -0.081
C -0.175 1.072 0.023
C -0.163 -1.156 0.075
C -1.260 -0.006 -0.286
O 3.358 0.088 0.204
H -0.370 1.458 1.051
H -0.165 1.793 -0.690
H -0.185 -1.947 -0.650
H -0.174 -1.558 1.071
H -2.258 0.092 0.302
H -1.565 0.160 -1.293
*
```

=====

Here is C5H6O as an isolated structure from the Open Molecules 2025 dataset. Energies are from ωB97M-V/def2-TZVPD.

Calculated values
- orbital gap (eV) = 8.71
- ΔE to the lowest compared entry with this formula, charge and spin (eV) = 6.559

ORCA input file:
```
! RIJCOSX wB97M-V def2-TZVPD def2/J DEFGRID3
* xyz 0 1
C -1.220 0.062 -0.916
C -1.399 -1.135 -1.617
C -0.011 -0.080 -1.658
C -1.691 0.728 0.297
C 1.770 -0.266 -0.762
O -0.380 -0.975 -2.545
H -2.862 0.728 0.367
H -1.380 1.851 0.105
H -1.245 0.443 1.234
H 1.447 -0.912 0.191
H 1.864 0.796 -0.481
H 2.406 -0.672 -1.515
*
```

=====

Here is one molecule with the formula C5H6O from the Open Molecules 2025 dataset. Energies are from ωB97M-V/def2-TZVPD.

Calculated values
- orbital gap (eV) = 10.74
- ΔE to the lowest compared entry with this formula, charge and spin (eV) = 1.713
- SMILES = C#CC(=O)CC

ORCA input file:
```
! RIJCOSX wB97M-V def2-TZVPD def2/J DEFGRID3
* xyz 0 1
C 0.689 -1.569 0.894
C -0.180 -0.339 0.667
C 0.117 0.290 -0.678
O 0.938 -0.170 -1.444
C -0.613 1.499 -1.068
C -1.139 2.492 -1.505
H 0.483 -2.028 1.865
H 1.748 -1.302 0.850
H 0.514 -2.312 0.110
H -0.027 0.419 1.448
H -1.251 -0.584 0.705
H -1.585 3.370 -1.921
*
```

=====

Here is one molecule with the formula C5H6O from the Open Molecules 2025 dataset. Energies are from ωB97M-V/def2-TZVPD.

Calculated values
- orbital gap (eV) = 10.56
- ΔE to the lowest compared entry with this formula, charge and spin (eV) = 1.767
- SMILES = C1=C[C@H]2O[C@H]2C1

ORCA input file:
```
! RIJCOSX wB97M-V def2-TZVPD def2/J DEFGRID3
* xyz 0 1
C 0.325 -0.727 0.882
C -1.064 -0.152 0.700
C -1.195 0.507 -0.455
C 0.152 0.616 -1.104
O 1.226 1.133 -0.240
C 1.065 -0.258 -0.358
H 0.833 -0.279 1.745
H 0.314 -1.812 1.012
H -1.822 -0.222 1.475
H -2.122 0.933 -0.830
H 0.432 1.115 -2.014
H 1.855 -0.854 -0.812
*
```

=====

Here is one molecule with the formula C5H6O from the Open Molecules 2025 dataset. Energies are from ωB97M-V/def2-TZVPD.

Calculated values
- orbital gap (eV) = 9.11
- ΔE to the lowest compared entry with this formula, charge and spin (eV) = 2.927
- SMILES = C=C=C=COC

ORCA input file:
```
! RIJCOSX wB97M-V def2-TZVPD def2/J DEFGRID3
* xyz 0 1
C -0.395 1.732 0.164
C -0.934 -2.353 -0.258
C 0.051 -1.496 -0.117
C 0.947 -0.602 0.011
C 1.615 0.534 0.104
O 1.022 1.740 0.249
H -0.842 1.258 1.046
H -0.703 2.775 0.098
H -0.721 1.185 -0.727
H -0.781 -3.399 -0.499
H -1.956 -2.001 -0.135
H 2.696 0.627 0.065
*
```

=====

Here is one molecule with the formula C5H6O from the Open Molecules 2025 dataset. Energies are from ωB97M-V/def2-TZVPD.

Calculated values
- orbital gap (eV) = 10.74
- ΔE to the lowest compared entry with this formula, charge and spin (eV) = 1.733
- SMILES = C#CC(=O)CC

ORCA input file:
```
! RIJCOSX wB97M-V def2-TZVPD def2/J DEFGRID3
* xyz 0 1
C 0.931 -0.831 -1.416
C 0.096 -0.569 -0.174
C -0.429 0.849 -0.074
O -0.463 1.634 -0.995
C -0.893 1.159 1.281
C -1.160 1.207 2.455
H 1.292 -1.864 -1.411
H 1.799 -0.165 -1.448
H 0.349 -0.665 -2.325
H 0.653 -0.778 0.747
H -0.786 -1.225 -0.137
H -1.390 1.248 3.497
*
```

=====

Here is one molecule with the formula C5H6O from the Open Molecules 2025 dataset. Energies are from ωB97M-V/def2-TZVPD.

Calculated values
- orbital gap (eV) = 10.27
- ΔE to the lowest compared entry with this formula, charge and spin (eV) = 1.753
- SMILES = C=C=C(C)C=O

ORCA input file:
```
! RIJCOSX wB97M-V def2-TZVPD def2/J DEFGRID3
* xyz 0 1
C 0.733 -1.027 1.189
C -0.032 -0.080 0.310
C -1.358 0.491 0.714
O -2.006 1.259 0.048
C 0.398 0.789 -2.097
C 0.338 0.356 -0.869
H 0.048 -1.758 1.629
H 1.242 -0.487 1.990
H 1.472 -1.554 0.582
H -1.697 0.159 1.718
H 0.785 1.770 -2.363
H 0.077 0.084 -2.851
*
```

=====

Here is C5H6O as an isolated structure from the Open Molecules 2025 dataset. Energies are from ωB97M-V/def2-TZVPD.

Calculated values
- orbital gap (eV) = 7.89
- ΔE to the lowest compared entry with this formula, charge and spin (eV) = 5.170

ORCA input file:
```
! RIJCOSX wB97M-V def2-TZVPD def2/J DEFGRID3
* xyz 0 1
C 0.063 -0.743 0.522
C 1.515 -0.506 0.004
C 1.295 0.791 -0.782
C -0.052 0.651 -0.421
C -1.272 1.259 -0.592
O -2.239 0.620 0.002
H -0.009 -0.656 1.629
H -1.606 -0.129 0.377
H -0.325 -1.761 0.266
H 1.864 -1.302 -0.662
H 2.249 -0.396 0.803
H -1.483 2.172 -1.146
*
```

=====

Here is a 2-piece molecular cluster, C5H6O2 overall from the Open Molecules 2025 dataset. Energies are from ωB97M-V/def2-TZVPD.

Calculated values
- orbital gap (eV) = 9.90
- ΔE to the lowest compared entry with this formula, charge and spin (eV) = 1.947
- SMILES = C=C1CC1.O=C=O

ORCA input file:
```
! RIJCOSX wB97M-V def2-TZVPD def2/J DEFGRID3
* xyz 0 1
C 0.190 -3.405 0.903
C 1.580 0.004 -0.269
C -0.962 0.308 -0.901
C -0.774 0.807 0.548
C 0.307 0.276 -0.221
O 0.514 -4.478 1.049
O -0.134 -2.287 0.723
H 2.032 0.317 0.627
H 2.128 -0.651 -1.049
H -1.453 -0.618 -0.947
H -1.212 0.901 -1.742
H -0.831 1.860 0.605
H -1.161 0.419 1.376
*
```

=====

Energy per entry: -7325.00944, -7326.40546, -7323.64330, -7325.44179, -7324.44193, -7326.82650, -7327.16390, -7324.56989, -7325.66529, -7326.95424, -7327.51301, -7326.48605, -7322.72528, -7327.57170, -7327.51751, -7326.35792, -7327.55173, -7327.53167, -7324.11412, -9375.14882 eV
Strongest force on any atom per entry: 0.016, 0.019, 0.011, 0.088, 0.084, 0.010, 0.042, 0.034, 0.100, 0.035, 0.013, 0.153, 0.108, 0.012, 0.029, 0.006, 0.012, 0.015, 0.040, 0.090 Eh/bohr